(1)
This record from the OMol25 dataset describes a single C30H41BrClN3O4P2S molecule at a distorted geometry. The level of theory is the ωB97M-V functional and the def2-TZVPD basis.

Its charge is 0. As for the SMILES: CP(C)c1c(Br)cc2c(c1O)Sc1c(Cl)c(P(=O)(O)O)cc(N)c1N2CCCCCCCCCCCCn1cccc1. As for the energy above the lowest of the compared OMol25 structures with the same formula, charge and spin: 105.8 kcal/mol. Its HOMO energy is -0.3036 Ha. For the LUMO energy, the calculation gives 0.01 eV. For the HOMO-LUMO gap, the calculation gives 8.268 eV.

Geometry (Å):
Br 3.93592 -2.36640 3.55096
Cl -0.56302 -4.92969 -4.19906
S 1.80363 -3.10440 -2.72191
P 5.42578 -4.78050 1.36038
P -3.77525 -4.50408 -3.30092
O -3.56233 -4.83395 -4.90553
O -3.69929 -5.81152 -2.57774
O -5.29356 -3.88206 -2.96635
O 4.14822 -4.69890 -1.44707
N 0.73505 -1.09307 -0.68187
N -4.82219 1.78215 0.36297
N -1.99414 -0.64316 0.03605
C -0.28801 -1.88017 -1.34808
C 2.79875 4.26501 1.45720
C -1.68160 -1.62319 -0.94058
C 1.39600 2.62026 -1.72183
C -1.65195 3.99689 0.51229
C -6.43299 0.51640 1.35707
C -5.04452 0.94864 1.44138
C -2.96841 3.34344 1.09636
C -2.72866 -2.44067 -1.58320
C 2.26211 2.92451 0.77308
C -5.94836 1.96134 -0.45129
C 2.48859 -2.94900 -1.02692
C 3.58557 -3.78886 -0.56947
C -1.01665 -3.71052 -2.99253
C -7.01005 1.14366 0.13119
C -0.91619 4.92178 1.56827
C 4.03669 -3.61709 0.82202
C 0.01961 -2.90872 -2.36408
C 1.27373 -0.01322 -1.55656
C -3.61654 2.50178 -0.09033
C 4.55716 -5.93546 2.59044
C 0.52814 1.37285 -1.32400
C 2.29497 -1.78550 1.20319
C 6.70310 -3.87167 2.39885
C 3.39032 -2.61800 1.68257
C 1.82217 -1.93224 -0.18499
C 0.47552 5.46653 1.03094
C -2.40716 -3.46393 -2.57014
C 1.63834 5.14843 2.07632
C 2.64163 2.88253 -0.77824
H -2.81027 1.83210 -0.49400
H 3.38542 2.05994 -0.97357
H 0.72357 5.00946 0.03316
H 2.73711 2.01070 1.22269
H -2.67194 -0.97736 0.72533
H 2.09772 6.11514 2.40526
H 1.15904 2.87966 0.95100
H 1.20411 -0.24257 -2.65418
H -3.78273 -2.26281 -1.24577
H -2.69854 2.67493 1.95548
H -4.29088 0.66584 2.20200
H 0.78481 3.56901 -1.71070
H 3.43641 -5.87462 2.48185
H 3.45211 4.84210 0.74251
H -5.99303 2.57746 -1.37127
H -0.80151 4.29685 2.50220
H 4.83614 -7.00504 2.42779
H 1.76294 -1.02698 1.82144
H -0.40272 1.39260 -1.96186
H 3.14079 3.83253 -1.10770
H 1.76353 2.49488 -2.77449
H 0.15716 1.45127 -0.26124
H 4.76318 -5.63035 3.65826
H 2.36534 0.19691 -1.36523
H 5.11710 -4.57329 -1.38639
H -1.63161 5.75360 1.83160
H -1.15811 -0.38654 0.57380
H -8.05108 1.02714 -0.25236
H 6.79980 -2.83681 1.98666
H 0.43262 6.58127 0.88235
H 3.46325 3.96441 2.31027
H -0.93650 3.17013 0.25498
H -3.94374 3.20837 -0.89754
H -6.96064 -0.15465 2.06363
H -1.89735 4.56713 -0.42140
H -4.36138 -4.60281 -5.42418
H 1.24723 4.60899 2.98115
H -5.22142 -3.62277 -2.02355
H 7.65243 -4.46635 2.33347
H 6.32828 -3.84899 3.45806
H -3.73681 4.11926 1.37170

(2)
This record from the OMol25 dataset describes C30H41BrN8RuS as an isolated structure at a distorted geometry. The level of theory is the ωB97M-V functional and the def2-TZVPD basis.

Its charge is +4. As for the multiplicity: 5. Its HOMO energy (alpha / beta) is -0.7146 / -0.7109 Ha. For the LUMO energy (alpha / beta), the calculation gives -11.72 / -14.09 eV. For the HOMO-LUMO gap (alpha / beta), the calculation gives 7.729 / 5.260 eV.

Geometry (Å):
Ru -0.56376 0.01632 0.28405
Br 0.98094 -0.23267 2.80136
S -2.27774 -2.90826 -0.67472
N -1.90906 1.45543 0.51875
N 2.63602 2.93893 -0.42264
N -3.94533 0.81517 1.59505
N 1.87649 1.50993 -1.91598
N -4.10554 1.84428 -0.34471
N 0.93786 -1.48251 0.35140
N 0.68329 1.68909 0.14259
N -2.03058 -1.26978 -0.50542
C 0.10229 2.72706 1.00299
C 1.03393 0.57048 -2.60653
C -4.11523 -3.48212 -2.57890
C -5.03628 -2.74884 -0.43741
C -1.94091 -3.50540 3.33758
C -2.85164 -5.49836 2.33303
C -6.30975 -2.91689 -0.95218
C 2.12683 -3.46716 -0.31754
C -1.38780 2.81326 0.69222
C -1.91937 -2.88953 2.09712
C -3.75117 2.45091 -1.61703
C -2.36705 -3.58797 0.98516
C -6.49204 -3.35645 -2.26230
C 2.95420 2.19664 -2.63386
C -5.39523 0.98944 1.42803
C -3.96079 -3.04218 -1.26971
C 2.39530 -4.53028 -1.33178
C -3.29355 1.36247 0.57914
C -5.51050 1.66936 0.05322
C -2.39950 -4.81286 3.45252
C -2.83075 -4.89450 1.08526
C 2.77730 -3.46781 0.92386
C 2.49075 -2.49383 1.86779
C 1.55677 -1.54125 1.53367
C -3.40778 0.35691 2.86291
C 1.69934 2.02768 -0.68330
C 3.01123 3.52806 0.85291
C -5.40160 -3.63990 -3.07526
C 3.49921 3.16748 -1.58439
C 1.22534 -2.44000 -0.55414
H 2.77090 4.59337 0.88314
H -7.17000 -2.72252 -0.32461
H -4.88710 -2.42490 0.58596
H -2.39907 -5.29570 4.42086
H 2.45262 -5.50734 -0.85240
H -1.61135 -2.96639 4.21682
H 2.96786 -2.48324 2.83856
H -3.18039 -5.43339 0.21226
H 3.43806 4.21082 -1.89624
H 0.23711 2.46535 2.05465
H -4.40433 2.05852 -2.39599
H 4.09096 3.44390 0.97667
H -3.75215 -0.65759 3.06558
H -2.71976 2.21733 -1.87629
H -1.54860 3.40475 -0.21586
H -6.00682 2.63845 0.10034
H -2.36759 -0.83312 -1.36724
H -3.22602 -6.50863 2.43076
H 3.50323 -4.23944 1.15215
H -5.90293 0.02645 1.47606
H -6.03242 1.05911 -0.68405
H 0.85468 0.90850 -3.62817
H -2.32044 0.37183 2.84369
H -1.60428 -1.86176 2.00155
H 0.53655 3.70644 0.81840
H -3.88074 3.53397 -1.58661
H 3.70053 1.48864 -2.99401
H 0.71771 -2.37274 -1.50897
H 1.63599 -4.56387 -2.11059
H 4.54079 2.97114 -1.32881
H -5.54428 -3.99281 -4.08746
H -7.49356 -3.48731 -2.65080
H -1.90750 3.32785 1.50683
H 2.53217 3.02665 1.68864
H 2.54530 2.71660 -3.50219
H -3.75642 1.00299 3.67079
H 3.36534 -4.36632 -1.80723
H 0.06304 0.49292 -2.09855
H -5.78209 1.61369 2.23452
H -3.25400 -3.70906 -3.19636
H 1.49344 -0.41831 -2.65092

(3)
This record from the OMol25 dataset describes C30H41Cl2O2P3Ti as an isolated structure at a distorted geometry. The level of theory is the ωB97M-V functional and the def2-TZVPD basis.

Its charge is +2. Its HOMO energy is -0.4942 Ha. For the LUMO energy, the calculation gives -6.28 eV. For the HOMO-LUMO gap, the calculation gives 7.169 eV.

Geometry (Å):
Ti 1.88923 -0.35900 1.63229
Cl 2.80209 0.00455 3.82467
Cl 2.93407 -2.46999 1.49589
P 0.01529 -1.16178 -1.91451
P 0.23334 -1.66625 3.12271
P -0.69137 3.83982 2.17347
O 3.42143 0.62540 0.64568
O -0.06946 2.17731 -0.56141
C 0.89145 0.35565 -5.56707
C -3.63887 -0.50023 -0.29900
C 2.39897 1.42660 -4.00083
C 0.98833 -2.59798 4.49081
C 1.23633 1.76691 2.28059
C -0.37357 -5.50087 -3.37312
C -0.85758 -2.90520 2.36060
C -0.16357 -2.89139 -2.37268
C 4.76472 0.30525 1.06508
C -1.66888 -0.51672 -1.71113
C -2.46108 3.72636 1.89750
C 0.82845 -0.23626 -3.21468
C 1.89297 1.29338 -5.29849
C 0.09312 2.24358 1.78139
C -2.47915 -1.13120 -0.74276
C 0.02471 5.04013 1.05448
C 0.14864 0.11231 0.72235
C -0.36488 4.22252 3.88807
C 0.85683 -5.02622 -2.90352
C 0.37423 -0.42268 -4.53342
C 0.96334 -3.73643 -2.38465
C 1.88612 0.65448 -2.95711
C -0.89990 -0.51180 3.95038
C 0.72996 -0.84820 0.00901
C -0.47766 1.44034 0.62003
C -2.11559 0.65109 -2.35246
C -1.50564 -4.68549 -3.31006
C -3.28930 1.27087 -1.91192
C -1.40197 -3.38558 -2.81872
C -4.03552 0.71072 -0.87486
H -2.28551 -2.74960 -2.78756
H -1.46404 0.05060 3.19563
H 1.32984 -1.90029 5.26332
H -1.58856 -1.06973 4.59854
H 0.50150 0.22895 -6.57771
H 3.37154 1.50091 0.21347
H -4.94467 1.20572 -0.52987
H 1.84791 -3.15837 4.10460
H 2.28190 1.91321 -6.10838
H -4.23745 -0.96877 0.48386
H -1.24746 -3.55612 3.15535
H -1.56020 1.06225 -3.20020
H -2.88953 2.92551 2.51309
H -1.57693 1.31637 0.62432
H 0.92767 -1.87074 0.39827
H 1.90976 -3.36452 -1.99256
H -0.39194 -1.17213 -4.73732
H 2.29807 0.71882 -1.94814
H -3.61699 2.19034 -2.39777
H 3.19556 2.14360 -3.80015
H -0.72212 5.23967 4.09522
H -0.31127 0.19791 4.54430
H -2.68272 3.52127 0.84313
H 5.12543 1.06709 1.76343
H 4.69395 -0.65543 1.57377
H -2.47442 -5.05073 -3.65277
H -0.58052 5.95424 1.06143
H 0.24598 -3.29162 4.90342
H 1.83971 2.30986 3.02231
H 1.73715 -5.66731 -2.94994
H 0.05277 4.59476 0.05242
H -2.19829 -2.10446 -0.33660
H -1.68732 -2.41458 1.83678
H 1.04945 5.26883 1.36814
H 5.39185 0.20498 0.17627
H 0.70816 4.15798 4.09989
H -0.45416 -6.50530 -3.78942
H -0.27926 -3.50737 1.64820
H -2.91832 4.68304 2.18487
H -0.89529 3.51594 4.53918
H -0.38084 1.72120 -1.36746

| no. | electronic energy (a.u.) |
| --- | --- |
| 1 | -5748.00830 |
| 2 | -4671.42414 |
| 3 | -4111.64216 |